w:
Molecular formula: C4H14N4O
Method: DFT, ωB97M-V with the def2-TZVPD basis set

Calculated values
SMILES   CC(=O)NN.CCNN
Lowest unoccupied orbital energy   0.03579 hartree
Gap between HOMO and LUMO   0.353 hartree

```
! RIJCOSX wB97M-V def2-TZVPD def2/J DEFGRID3
* xyz 0 1
C -1.54 0.66 -0.84
C -2.61 1.71 -0.55
N 2.76 -0.29 -0.36
N 3.61 0.76 0.05
H 3.24 -0.99 -0.90
H 3.70 1.45 -0.70
H 3.26 1.13 0.93
H -1.65 0.30 -1.87
H -0.54 1.11 -0.76
H -3.60 1.25 -0.60
H -2.48 2.14 0.43
H -2.58 2.51 -1.29
C 1.15 -2.02 0.14
N -1.58 -0.60 -0.01
C 1.61 -0.60 0.32
N -1.64 -0.49 1.41
O 1.23 0.19 1.19
H -2.41 -1.14 -0.27
H -0.71 -0.17 1.70
H -2.30 0.21 1.72
H 0.10 -2.03 -0.13
H 1.71 -2.52 -0.65
H 1.28 -2.58 1.06
*
```

Results of the Löwdin charge analysis, in e, for atoms 1 through 4:
1. C -0.26
2. C -0.11
3. N -0.04
4. N 0.03



x:
Molecular formula: C4H14N4O
Method: DFT, ωB97M-V with the def2-TZVPD basis set

Calculated values
SMILES   CC(N)(N)N=O.CNC
Lowest unoccupied orbital energy   -0.01217 hartree
Gap between HOMO and LUMO   0.299 hartree

```
! RIJCOSX wB97M-V def2-TZVPD def2/J DEFGRID3
* xyz 0 1
C -1.12 -0.60 -1.31
C -2.40 -1.20 -1.90
N -0.25 -0.17 -2.38
N -1.39 0.67 -0.68
H 0.45 0.47 1.13
H 0.20 -1.00 -2.75
H 0.50 0.34 -1.91
H -2.20 0.56 -0.07
H -1.67 1.29 -1.43
H -3.14 -1.39 -1.11
H -2.20 -2.16 -2.39
H -2.87 -0.54 -2.63
C 2.32 1.24 1.06
C 1.21 0.37 3.02
N 1.35 0.29 1.57
N -0.54 -1.60 -0.36
O 0.47 -2.17 -0.80
H 2.45 1.08 -0.01
H 2.16 0.16 3.52
H 1.99 2.27 1.22
H 3.30 1.10 1.53
H 0.49 -0.37 3.36
H 0.85 1.36 3.33
*
```

Results of the Löwdin charge analysis, in e, for atoms 1 through 4:
1. C -0.71
2. C -0.04
3. N 0.08
4. N 0.07



Energies relative to the most stable structure are w 0.0000; x 0.0466, reported in hartree.



w:
Molecular formula: C2H9N2S
Method: DFT, ωB97M-V with the def2-TZVPD basis set

Calculated values
Lowest unoccupied orbital energy   0.15562 hartree
Gap between HOMO and LUMO   0.247 hartree

```
! RIJCOSX wB97M-V def2-TZVPD def2/J DEFGRID3
* xyz -1 1
C 1.11 -1.31 1.24
S -0.13 -0.05 1.89
H 0.67 -2.04 0.56
H 1.60 -1.62 2.18
H 1.87 -0.83 0.63
N 0.49 -0.44 -1.97
C -0.25 0.79 -2.00
N -1.25 1.01 -0.94
H 0.13 -0.93 -1.15
H 1.45 -0.37 -1.64
H -0.80 0.94 -2.92
H 0.44 1.65 -1.86
H -1.41 2.00 -0.84
H -1.24 0.67 0.05
*
```

Results of the Löwdin charge analysis, in e, for atoms 1 through 4:
1. C -0.67
2. S 0.06
3. H -0.02
4. H -0.03



x:
Molecular formula: C2H9N2S
Method: DFT, ωB97M-V with the def2-TZVPD basis set

Calculated values
Lowest unoccupied orbital energy   0.15748 hartree
Gap between HOMO and LUMO   0.252 hartree

```
! RIJCOSX wB97M-V def2-TZVPD def2/J DEFGRID3
* xyz -1 1
C -2.39 -0.58 -1.50
S -1.60 -1.33 -0.02
H -2.91 -1.33 -2.10
H -1.57 -0.16 -2.10
H -3.12 0.19 -1.25
N 0.84 1.09 -0.04
C 1.85 0.44 0.82
N 1.28 -0.33 1.88
H 0.09 0.39 -0.16
H 1.21 1.12 -0.99
H 2.47 1.25 1.23
H 2.53 -0.17 0.22
H 0.53 -0.90 1.49
H 0.80 0.31 2.51
*
```

Results of the Löwdin charge analysis, in e, for atoms 1 through 4:
1. C -0.69
2. S 0.08
3. H -0.03
4. H -0.03



Energies relative to the most stable structure are w 0.0324; x 0.0000, reported in hartree.



w:
Molecular formula: C8H15N3
Method: DFT, ωB97M-V with the def2-TZVPD basis set

Calculated values
SMILES   CN=C1C(C)(C)N=NC1(C)C
Lowest unoccupied orbital energy   0.03171 hartree
Gap between HOMO and LUMO   0.359 hartree

```
! RIJCOSX wB97M-V def2-TZVPD def2/J DEFGRID3
* xyz 0 1
N 0.72 -1.94 -0.45
N -0.45 -1.94 0.02
N 0.23 1.60 -0.21
C 0.19 0.28 -0.13
C -0.96 2.43 0.03
C 2.49 -0.56 0.48
C 1.75 -0.34 -1.92
C -2.28 -0.50 -0.37
C -1.03 -0.48 1.90
C 1.32 -0.62 -0.50
C -0.93 -0.61 0.35
H -1.42 2.26 1.03
H -1.74 2.24 -0.71
H -0.75 3.49 0.00
H 2.22 -0.94 1.44
H 2.87 0.45 0.62
H 3.32 -1.16 0.08
H 2.33 0.61 -1.95
H 2.33 -1.19 -2.29
H 0.87 -0.20 -2.58
H -2.14 -0.49 -1.44
H -2.85 0.35 -0.05
H -2.90 -1.37 -0.18
H -1.45 -1.39 2.33
H -0.05 -0.33 2.32
H -1.68 0.35 2.18
*
```

Results of the Löwdin charge analysis, in e, for atoms 1 through 4:
1. N 0.10
2. N 0.09
3. N 0.08
4. C -0.22



x:
Molecular formula: C8H15N3
Method: DFT, ωB97M-V with the def2-TZVPD basis set

Calculated values
SMILES   [H]/N=C(/C)CC.Cn1ccnc1
Lowest unoccupied orbital energy   0.02671 hartree
Gap between HOMO and LUMO   0.339 hartree

```
! RIJCOSX wB97M-V def2-TZVPD def2/J DEFGRID3
* xyz 0 1
C -3.95 -3.00 0.48
C -3.95 -1.88 -0.28
C -1.96 -2.37 0.08
C 1.04 2.28 1.16
C 2.38 1.64 0.61
C 2.66 0.02 -1.40
C -2.09 -0.46 -1.36
C 2.00 0.40 -0.15
N -2.62 -3.34 0.68
N -2.70 -1.44 -0.46
N 1.15 -0.51 0.22
H -4.79 -3.57 0.62
H -4.86 -1.31 -0.59
H 1.00 2.21 2.18
H 0.88 3.37 0.86
H 0.13 1.77 0.83
H 2.91 1.24 1.41
H 2.97 2.26 0.06
H -0.92 -2.30 0.08
H 1.99 -0.66 -2.02
H 3.05 0.90 -2.04
H 3.58 -0.64 -1.23
H -1.90 -0.84 -2.28
H -2.79 0.37 -1.35
H -1.09 -0.14 -0.84
H 0.67 -0.31 1.15
*
```

Results of the Löwdin charge analysis, in e, for atoms 1 through 4:
1. C -0.15
2. C -0.14
3. C -0.24
4. C -0.07



Energies relative to the most stable structure are w 0.0000; x 0.0173, reported in hartree.



w:
Molecular formula: CHBrCl2S
Method: DFT, ωB97M-V with the def2-TZVPD basis set

Calculated values
SMILES   SC(Cl)(Cl)Br
Lowest unoccupied orbital energy   -0.02477 hartree
Gap between HOMO and LUMO   0.337 hartree

```
! RIJCOSX wB97M-V def2-TZVPD def2/J DEFGRID3
* xyz 0 1
C -0.45 0.24 -0.02
S 1.60 0.09 0.58
Cl -0.86 1.66 0.88
Cl -1.32 -1.15 0.61
Br -0.60 0.26 -2.00
H 1.63 -1.11 -0.05
*
```

Results of the Löwdin charge analysis, in e, for atoms 1 through 4:
1. C -1.87
2. S 0.50
3. Cl 0.51
4. Cl 0.49



x:
Molecular formula: CHBrCl2S
Method: DFT, ωB97M-V with the def2-TZVPD basis set

Calculated values
Lowest unoccupied orbital energy (alpha / beta)   -0.05814 / -0.07653 hartree
Gap between HOMO and LUMO (alpha / beta)   0.298 / 0.262 hartree

```
! RIJCOSX wB97M-V def2-TZVPD def2/J DEFGRID3
* xyz 0 1
C -0.13 0.77 -0.15
S 0.90 -1.88 -0.20
Cl -1.84 0.58 -0.47
Cl 0.72 1.58 -1.30
Br 0.35 1.32 1.68
H -0.01 -2.37 0.43
*
```

Results of the Löwdin charge analysis, in e, for atoms 1 through 4:
1. C -1.73
2. S 0.44
3. Cl 0.53
4. Cl 0.60



Energies relative to the most stable structure are w 0.0000; x 0.0734, reported in hartree.



w:
Molecular formula: C2H3FS2
Method: DFT, ωB97M-V with the def2-TZVPD basis set

Calculated values
SMILES   FC=S.C=S
Lowest unoccupied orbital energy   -0.02516 hartree
Gap between HOMO and LUMO   0.310 hartree

```
! RIJCOSX wB97M-V def2-TZVPD def2/J DEFGRID3
* xyz 0 1
C -1.83 0.23 -0.72
C 1.67 -0.25 0.69
F 2.58 0.06 1.56
S 1.38 -1.76 0.38
S -0.82 1.39 -1.21
H -2.11 -0.68 -1.31
H -2.18 0.30 0.37
H 1.30 0.70 0.23
*
```

Results of the Löwdin charge analysis, in e, for atoms 1 through 4:
1. C -0.58
2. C -0.80
3. F -0.03
4. S 0.75



x:
Molecular formula: C2H3FS2
Method: DFT, ωB97M-V with the def2-TZVPD basis set

Calculated values
Lowest unoccupied orbital energy   -0.00787 hartree
Gap between HOMO and LUMO   0.321 hartree

```
! RIJCOSX wB97M-V def2-TZVPD def2/J DEFGRID3
* xyz 0 1
C -0.04 -0.14 0.33
C 0.19 0.55 -0.72
F -2.58 2.47 1.30
S -0.24 2.88 -0.39
S -0.94 2.82 1.42
H 0.07 -1.27 0.55
H -0.45 0.40 1.08
H 0.67 0.60 -1.68
*
```

Results of the Löwdin charge analysis, in e, for atoms 1 through 4:
1. C -0.11
2. C -0.15
3. F -0.54
4. S 0.30



y:
Molecular formula: C2H3FS2
Method: DFT, ωB97M-V with the def2-TZVPD basis set

Calculated values
Lowest unoccupied orbital energy   0.00870 hartree
Gap between HOMO and LUMO   0.317 hartree

```
! RIJCOSX wB97M-V def2-TZVPD def2/J DEFGRID3
* xyz 0 1
C 2.23 -0.06 -0.11
C 1.54 0.38 -0.98
F 3.06 -0.66 0.63
S -2.10 0.12 -0.71
S -2.56 1.59 0.53
H -3.26 0.14 -1.33
H 1.19 1.12 -1.63
H -1.65 0.91 -1.74
*
```

Results of the Löwdin charge analysis, in e, for atoms 1 through 4:
1. C -0.24
2. C 0.09
3. F 0.15
4. S 0.33



Energies relative to the most stable structure are w 0.0000; x 0.0285; y 0.0934, reported in hartree.